ORCA calculation (the ωB97M-V functional and the def2-TZVPD basis) on a molecular structure, C2H5ClS at a distorted geometry.

Geometry as XYZ:
```
9
Properties=species:S:1:pos:R:3:forces:R:3:nbo_charge:R:1
C -0.763074 -0.399799 -0.424537 0.3 -2.1 -1.7 -0.648
C -0.131286 0.660907 0.484585 0.4 -3.3 1.9 -0.603
S 1.470538 1.404953 0.073839 0.7 -2.6 -0.4 0.363
Cl 3.000115 -0.803055 -0.168189 -1.9 2.5 0.3 -0.287
H -1.345935 -0.185398 -1.357956 0.5 0.9 1.0 0.222
H 0.079542 -0.985885 -0.863165 -0.5 0.1 0.5 0.236
H -1.419873 -1.168389 0.100556 1.0 1.2 -0.1 0.225
H -0.032070 0.065487 1.512007 0.1 1.7 -1.9 0.239
H -0.857961 1.411182 0.642857 -0.4 1.5 0.4 0.254
```
Forces are in eV/Å.

Total charge: 0
Lowest unoccupied orbital energy (spin up / spin down) in Eh: -0.109 / -0.109
Frontier orbital gap (spin up / spin down) in eV: 6.99 / 6.99
DFT total energy in eV: -25510.392
Energy above the lowest of the compared OMol25 structures with the same formula, charge and spin in kcal/mol: 43.0
HOMO level (spin up / spin down) in Ha: -0.3659 / -0.3658



ORCA calculation (the ωB97M-V functional and the def2-TZVPD basis) on a gas-phase ion, C2H5O3S (charge -1) at a distorted geometry.

Geometry as XYZ:
```
11
Properties=species:S:1:pos:R:3:forces:R:3:nbo_charge:R:1
C 0.308573 -0.655282 0.005039 0.1 -2.0 0.2 -0.377
C -1.791792 0.545936 0.127716 -1.4 -1.3 -2.5 -0.253
O 2.599300 1.351335 -0.221426 -0.8 -0.6 0.3 -1.028
O 2.900490 -1.096129 -0.370590 -0.3 0.1 0.3 -1.033
O -1.185806 -0.736657 -0.186144 1.1 1.7 -0.8 -0.577
S 2.132873 0.081978 -0.850714 -0.1 0.3 -1.1 1.448
H 0.735192 -1.713930 -0.057299 -1.1 1.2 -0.2 0.189
H 0.447830 -0.400288 1.035121 0.2 0.6 1.0 0.135
H -1.402658 1.389072 -0.433342 1.1 0.2 0.6 0.179
H -1.871944 0.576915 1.160896 0.4 1.0 2.2 0.164
H -2.872060 0.657053 -0.209258 0.8 -1.2 0.1 0.152
```
Forces are in eV/Å.

Total charge: -1
Lowest unoccupied orbital energy in Eh: 0.141
Frontier orbital gap in eV: 6.85
DFT total energy in eV: -19131.474
Energy above the lowest of the compared OMol25 structures with the same formula, charge and spin in kcal/mol: 50.5
HOMO level in Ha: -0.1105



ORCA calculation (the ωB97M-V functional and the def2-TZVPD basis) on a molecular structure, C21H15N6O2PdS2 at a distorted geometry.

Geometry as XYZ:
```
47
Properties=species:S:1:pos:R:3:forces:R:3:nbo_charge:R:1
Pd 0.190307 -0.317013 -0.482946 -0.9 -0.3 0.1 0.934
N -3.104321 -0.422709 2.179928 -0.1 -0.2 0.0 -0.518
C -2.026440 -0.038488 1.522396 0.1 0.1 -0.1 0.371
N -1.422051 -0.767755 0.612262 -0.6 0.2 0.3 -0.536
C -1.933278 -2.034332 0.312274 -0.5 -0.3 0.3 0.421
N -1.348854 -2.816685 -0.525026 0.8 0.8 -0.4 -0.318
N -0.211067 -2.161791 -1.031390 0.0 -0.7 0.3 -0.243
C 0.603183 -2.824304 -1.746521 0.6 0.2 -0.4 0.134
C 1.810748 -2.102110 -2.218283 -0.7 -0.3 0.3 0.130
C 2.660079 -2.644839 -3.151564 0.3 0.0 -0.1 -0.199
C 3.749371 -1.881499 -3.571192 -0.1 -0.2 -0.1 -0.130
C 3.931576 -0.624368 -3.039136 0.0 0.1 0.1 -0.224
C 3.017067 -0.148958 -2.102908 0.0 -0.1 0.1 0.095
N 1.983570 -0.870901 -1.694958 -0.3 0.5 0.0 -0.459
C -3.152645 -2.479772 0.990926 0.3 -0.1 -0.3 -0.162
C -3.745826 -3.715179 0.708991 0.0 0.0 0.0 -0.127
C -4.886540 -4.092403 1.379035 0.0 0.1 0.1 -0.201
C -5.449758 -3.244544 2.340544 -0.1 -0.1 0.0 -0.143
C -4.881015 -2.023592 2.628821 0.1 0.0 0.0 -0.253
C -3.728641 -1.655756 1.941363 0.0 0.4 0.2 0.240
H -3.478478 0.211068 2.869844 -0.1 0.0 0.0 0.439
H -1.639225 0.939429 1.776919 0.1 0.0 -0.1 0.265
H 0.410316 -3.865633 -1.981232 0.0 0.0 -0.1 0.230
H 2.477742 -3.635759 -3.545014 0.0 0.0 0.0 0.241
H 4.437280 -2.275282 -4.307685 0.0 0.0 0.0 0.241
H 4.762256 0.000463 -3.335867 0.0 0.0 0.0 0.246
H 3.111312 0.835570 -1.666149 0.0 0.0 0.0 0.230
H -3.295254 -4.356014 -0.035522 0.0 0.0 0.0 0.247
H -5.349049 -5.045675 1.163786 0.0 0.0 0.0 0.237
H -6.346648 -3.548959 2.863741 0.0 0.0 0.0 0.237
H -5.316255 -1.364082 3.369368 0.0 0.0 0.0 0.233
O -0.141063 2.227888 2.666373 -0.2 0.0 -0.2 -0.932
S 0.779005 1.947102 1.596814 0.4 -0.6 -0.1 2.290
O 1.660527 0.812499 1.751043 0.1 0.2 0.4 -0.943
N 0.012955 1.699378 0.138197 1.3 0.1 -1.1 -0.915
C 0.647383 2.456189 -0.859512 -0.5 -0.3 1.2 0.045
S 0.501429 2.106159 -2.440551 -0.1 0.1 -0.4 -0.054
C 1.505289 3.515201 -0.268027 -0.3 0.0 -0.4 -0.061
C 2.104002 4.578997 -0.922239 0.1 0.1 0.0 -0.168
C 2.838164 5.478943 -0.163834 0.0 0.0 0.0 -0.185
C 2.965856 5.321147 1.216498 0.0 0.0 0.0 -0.173
C 2.363797 4.257258 1.875436 0.0 0.0 -0.1 -0.170
C 1.646859 3.369952 1.092949 0.2 0.3 0.5 -0.343
H 1.983208 4.698481 -1.991181 0.0 0.0 0.0 0.244
H 3.309742 6.323990 -0.648403 0.0 0.0 0.0 0.232
H 3.536019 6.044128 1.785561 0.0 0.0 0.0 0.232
H 2.457366 4.134562 2.946073 0.0 0.0 0.0 0.245
```
Forces are in eV/Å.

Total charge: +1
Lowest unoccupied orbital energy in Eh: -0.146
Frontier orbital gap in eV: 7.10
DFT total energy in eV: -60200.752
Energy above the lowest of the compared OMol25 structures with the same formula, charge and spin in kcal/mol: 6.2
HOMO level in Ha: -0.4073



ORCA calculation (the ωB97M-V functional and the def2-TZVPD basis) on 2 unconnected molecules or ions with the total composition C3H9BrO2Si at a distorted geometry.

Geometry as XYZ:
```
16
Properties=species:S:1:pos:R:3:forces:R:3:nbo_charge:R:1
C -2.414021 -0.221358 -0.932076 1.2 -1.0 0.1 -0.226
C 2.172711 -1.663887 -0.671163 -0.3 -1.9 -4.0 -0.226
C 0.290510 2.603375 1.294054 -1.0 -0.5 -1.1 -0.613
O -1.608464 -0.618830 0.173517 -1.7 -0.5 -0.3 -0.932
O 0.845978 -1.250207 -0.732100 -0.8 -0.4 -0.3 -0.921
Si -0.038231 -0.444259 0.355088 1.2 1.6 1.0 1.685
Br 0.314398 -1.164299 2.408510 0.2 -0.3 0.4 -0.361
H -1.758696 0.057957 -1.702349 0.6 0.6 -1.4 0.172
H -3.050009 0.551229 -0.694233 -1.1 2.1 0.9 0.181
H -3.079326 -0.949698 -1.328142 -0.1 -1.4 0.1 0.186
H 2.336042 -2.703749 -0.398285 -0.6 -0.3 -0.2 0.183
H 2.713422 -1.142904 -0.036047 2.4 2.8 3.4 0.171
H 2.683485 -1.464487 -1.659633 -0.8 -0.5 0.7 0.177
H 0.048403 3.019116 0.323695 0.1 -0.1 -0.1 0.166
H -0.603339 2.333370 1.846112 0.4 0.0 0.3 0.179
H 1.147136 3.058629 1.753052 0.3 -0.4 0.4 0.179
```
Forces are in eV/Å.

Total charge: 0
Lowest unoccupied orbital energy (spin up / spin down) in Eh: 0.004 / -0.013
Frontier orbital gap (spin up / spin down) in eV: 7.62 / 8.39
DFT total energy in eV: -85271.070
Energy above the lowest of the compared OMol25 structures with the same formula, charge and spin in kcal/mol: 72.7
HOMO level (spin up / spin down) in Ha: -0.2756 / -0.3210



ORCA calculation (the ωB97M-V functional and the def2-TZVPD basis) on a molecular structure, C17H23ClN2Ti at a distorted geometry.

Geometry as XYZ:
```
44
Properties=species:S:1:pos:R:3:forces:R:3:nbo_charge:R:1
C 3.316726 1.728069 -1.222345 2.2 0.5 -1.4 -0.016
C 2.873155 2.320126 -2.567312 0.1 0.1 0.1 -0.623
C 4.184826 2.721786 -0.430733 -0.2 0.0 0.0 -0.624
C 4.078926 0.412590 -1.448685 -0.1 0.0 0.1 -0.622
Cl 1.911862 1.425205 -0.243768 -1.9 -0.6 1.1 -0.120
H 5.089741 3.011003 -0.972505 -0.2 -0.2 -0.1 0.236
H 4.487705 2.268340 0.515596 0.0 0.1 0.0 0.221
H 3.615160 3.629561 -0.215013 0.1 -0.1 0.0 0.222
H 3.760832 2.574134 -3.156542 -0.1 0.0 0.1 0.239
H 2.283947 3.234554 -2.428375 0.1 -0.2 0.0 0.222
H 2.300717 1.598040 -3.158650 0.0 0.1 0.2 0.206
H 4.992042 0.608428 -2.018335 -0.1 0.1 0.1 0.238
H 3.489358 -0.301504 -2.031998 0.0 0.1 0.1 0.209
H 4.363628 -0.042162 -0.492261 -0.1 0.1 -0.2 0.221
C -3.940206 0.427719 1.543589 1.2 1.0 -0.2 -0.283
C -2.922118 0.768322 2.508845 -0.4 0.2 -0.9 -0.246
C -1.759115 1.236880 1.793263 -0.9 0.4 -0.6 -0.231
H -3.056674 0.718484 3.580567 0.1 0.0 -0.1 0.284
C -2.063826 1.217923 0.391930 -1.0 0.4 1.5 -0.255
C -3.412723 0.728804 0.237850 0.2 0.4 0.9 -0.215
H -3.994490 0.721060 -0.680212 0.2 -0.3 0.1 0.286
H -4.942798 0.070448 1.767138 0.2 0.0 -0.1 0.296
H -0.820520 1.636871 2.185999 -0.5 -0.3 0.0 0.288
H -1.415046 1.708354 -0.339175 -0.2 -0.4 0.3 0.273
C -1.243983 -2.941529 2.046406 0.7 1.1 -0.1 -0.278
C -1.752662 -2.181354 3.157186 1.0 0.4 -0.2 -0.294
C -0.946450 -0.995176 3.274943 0.1 -0.9 0.0 -0.192
H -2.587468 -2.482620 3.792585 0.3 0.2 -0.1 0.293
C 0.003591 -0.969100 2.186815 -0.8 -1.0 0.4 -0.263
C -0.153813 -2.194163 1.462589 -0.3 -0.5 0.9 -0.177
H 0.518978 -2.534661 0.669139 -0.5 0.3 0.2 0.284
H -1.577026 -3.930303 1.761876 0.0 0.1 -0.1 0.283
H -0.972550 -0.284376 4.103080 -0.2 -0.2 -0.5 0.281
H 0.752091 -0.205656 1.973716 -0.2 -0.2 0.1 0.295
Ti -2.157778 -0.960140 1.296980 1.3 0.0 -1.1 1.202
N -1.455790 -0.488527 -1.738407 -0.6 -0.4 -1.0 -0.296
C -1.295360 -1.090123 -2.924430 0.2 -0.6 1.0 0.061
C -1.242178 -2.451275 -2.650128 -0.2 -0.4 -0.2 -0.292
C -1.426311 -2.592905 -1.278913 0.0 1.1 -0.7 0.026
N -1.615679 -1.363399 -0.716485 0.5 -0.3 -0.1 -0.361
H -1.498340 0.503278 -1.638044 -0.1 0.1 0.3 0.432
H -1.240616 -0.527161 -3.843380 0.2 0.0 0.0 0.270
H -1.121758 -3.245359 -3.366902 0.0 0.0 0.0 0.278
H -1.408004 -3.488485 -0.687492 -0.2 -0.1 0.1 0.242
```
Forces are in eV/Å.

Total charge: +2
Lowest unoccupied orbital energy in Eh: -0.319
Frontier orbital gap in eV: 6.95
DFT total energy in eV: -56604.546
Energy above the lowest of the compared OMol25 structures with the same formula, charge and spin in kcal/mol: 32.4
HOMO level in Ha: -0.5749



ORCA calculation (the ωB97M-V functional and the def2-TZVPD basis) on a molecular structure, C17H15Os at a distorted geometry.

Geometry as XYZ:
```
33
Properties=species:S:1:pos:R:3:forces:R:3:mulliken_charge:R:1
Os 0.786678 -0.232073 -0.785896 -1.2 -1.2 0.0 0.817
C 0.119659 -4.048005 -1.221493 -0.3 -0.4 0.1 -1.547
C 0.954826 -2.839477 -1.257774 0.3 0.6 -0.5 1.313
C 1.770794 -2.464538 -0.132520 -0.1 0.4 -0.3 -0.558
C 2.780709 -1.498966 -0.261959 0.5 -0.1 -0.3 -0.637
C 2.927768 -0.777873 -1.466030 0.6 -0.3 -0.1 -0.554
C 2.083510 -1.077685 -2.567852 0.1 0.1 0.1 -0.434
C 1.088901 -2.067827 -2.445660 0.3 -0.6 0.1 -0.731
H 0.766014 -4.896335 -1.502525 0.1 0.1 0.0 0.377
H -0.687767 -4.043143 -1.951850 0.0 0.1 0.1 0.427
H -0.251676 -4.292829 -0.226562 -0.1 0.1 0.0 0.420
H 1.701248 -3.045941 0.780799 -0.2 0.2 0.1 0.531
H 3.486527 -1.343534 0.546189 -0.1 0.1 0.1 0.520
H 3.760560 -0.096198 -1.590587 -0.1 0.1 0.0 0.521
H 2.264173 -0.610555 -3.529534 -0.1 0.2 0.1 0.505
H 0.505929 -2.343801 -3.317178 -0.1 0.1 0.0 0.559
C -0.794617 2.958206 3.433909 0.6 -0.3 0.3 -0.551
C 0.233851 2.073379 3.164439 -0.4 0.4 0.4 -0.882
C 0.215283 1.346408 1.973213 -0.2 -0.3 -0.5 -0.301
C -0.811560 1.504279 0.997761 -0.7 0.5 0.0 0.968
C -0.859325 0.788764 -0.248274 1.8 0.0 0.8 0.874
C -1.929639 0.980812 -1.145222 -0.9 0.5 -0.3 -0.409
C -2.883061 1.956033 -0.900598 0.3 -0.6 -0.4 -0.951
C -2.865681 2.636406 0.316755 -0.3 0.3 0.4 -0.417
C -1.852570 2.441450 1.269744 0.7 -0.5 -0.1 0.692
C -1.800067 3.177389 2.477029 -0.6 0.2 -0.3 -0.555
H -0.820322 3.482148 4.381641 0.0 0.1 -0.1 0.457
H 1.031452 1.937534 3.882743 0.0 -0.1 0.0 0.452
H 0.990767 0.599326 1.814231 0.0 0.1 0.0 0.219
H -2.031349 0.388880 -2.047930 0.1 0.0 0.0 0.477
H -3.655642 2.144718 -1.634306 -0.1 0.0 0.1 0.445
H -3.690748 3.303242 0.550392 0.1 0.1 0.0 0.473
H -2.534624 3.959809 2.644904 0.0 -0.1 0.1 0.481
```
Forces are in eV/Å.

Total charge: +3
⟨S²⟩: 6.138
Lowest unoccupied orbital energy (spin up / spin down) in Eh: -0.517 / -0.522
2S+1: 5
Frontier orbital gap (spin up / spin down) in eV: 5.42 / 6.12
DFT total energy in eV: -20304.308
HOMO level (spin up / spin down) in Ha: -0.7163 / -0.7471